Entry 1:
C17H19O | the ωB97M-V functional and the def2-TZVPD basis

Structure (XYZ):
```
37
Properties=species:S:1:pos:R:3:lowdin_charge:R:1
C -4.633 -3.598 -2.437 -0.03
C -3.349 -2.894 -2.138 -0.24
C -2.241 -3.052 -2.984 -0.02
C -1.049 -2.431 -2.701 -0.01
C -0.859 -1.623 -1.558 -0.19
C 0.379 -0.938 -1.323 0.00
C 0.485 0.057 -0.361 -0.06
C 1.642 0.748 -0.053 0.04
C 1.765 1.721 0.981 -0.20
C 2.967 2.476 1.112 0.00
C 3.144 3.394 2.123 -0.02
C 2.128 3.618 3.062 -0.24
C 2.327 4.604 4.158 -0.04
C 0.927 2.910 2.953 -0.02
C 0.738 1.984 1.943 0.01
C -2.015 -1.452 -0.721 0.02
C -3.222 -2.062 -1.028 -0.02
H -5.407 -3.372 -1.701 0.08
H -5.014 -3.298 -3.417 0.10
H -4.531 -4.689 -2.464 0.10
H -2.324 -3.686 -3.866 0.13
H -0.196 -2.583 -3.371 0.12
H 1.180 -0.987 -2.056 0.12
H -0.452 0.409 0.066 0.10
H 2.525 0.525 -0.662 0.14
H 3.763 2.309 0.382 0.12
H 4.074 3.965 2.185 0.13
H 1.436 4.686 4.784 0.08
H 3.163 4.315 4.804 0.10
H 2.550 5.604 3.773 0.10
H 0.135 3.114 3.679 0.13
H -0.202 1.436 1.896 0.11
H -1.952 -0.854 0.184 0.11
H -4.094 -1.922 -0.384 0.12
O 1.746 -2.617 -1.660 -0.05
H 2.127 -2.945 -0.828 0.10
H 2.342 -2.871 -2.373 0.09
```

Summary:
Total charge = +1
HOMO = -11.57 eV
ΔE to the lowest compared entry with this formula, charge and spin = 4.9 kcal per mole

Entry 2:
C4H12 | the ωB97M-V functional and the def2-TZVPD basis

Structure (XYZ):
```
16
Properties=species:S:1:pos:R:3:lowdin_charge:R:1
C 0.153 2.401 -0.735 -0.14
C 0.915 1.479 0.311 -0.12
H 0.265 3.462 -0.567 0.04
H 0.536 2.225 -1.758 0.06
H -0.964 2.514 -0.704 0.07
H 0.706 0.386 0.199 0.04
H 0.787 1.494 1.344 0.04
H 1.889 1.539 0.093 0.01
C -0.890 -1.885 -0.424 -0.22
C -0.240 -1.927 0.871 -0.25
H -0.188 -1.527 -1.350 0.12
H -1.309 -2.882 -0.662 0.07
H -1.666 -1.172 -0.429 0.04
H -0.388 -2.931 1.309 0.06
H -0.439 -1.089 1.704 0.12
H 0.834 -2.087 0.800 0.06
```

Summary:
HOMO = -11.03 eV
ΔE to the lowest compared entry with this formula, charge and spin = 37.8 kcal per mole
SMILES = CC.CC

Entry 3:
C5H7NO | the ωB97M-V functional and the def2-TZVPD basis

Structure (XYZ):
```
14
Properties=species:S:1:pos:R:3:lowdin_charge:R:1
C -1.740 0.236 0.661 -0.04
C -0.467 -0.289 0.056 -0.20
C -0.198 -1.605 -0.197 -0.12
O 0.913 -1.808 -0.871 -0.03
C 1.627 -0.616 -0.796 -0.11
C 0.750 0.366 -0.341 -0.29
N 1.119 1.684 -0.205 0.11
H -2.590 0.083 -0.015 0.08
H -1.699 1.305 0.891 0.07
H -1.976 -0.288 1.595 0.08
H -0.525 -2.513 0.275 0.14
H 2.473 -0.900 -0.182 0.13
H 0.422 2.397 -0.070 0.09
H 1.889 1.948 -0.800 0.10
```

Summary:
HOMO = -7.61 eV
ΔE to the lowest compared entry with this formula, charge and spin = 54.8 kcal per mole
SMILES = Cc1cocc1N

| no. | total energy (eV) |
| --- | --- |
| 1 | -19977.128 |
| 2 | -4340.887 |
| 3 | -8833.826 |